ORCA calculation (ωB97M-V/def2-TZVPD) on 5 unconnected molecules or ions with the total composition C16H48BF4N4O4.

Summary:
LUMO level ... -5.431 eV
HOMO ... -15.01 eV
Energy ... -1581.90485 a.u.
Gap between HOMO and LUMO ... 9.58 eV
Max |F| ... 4.12 eV Å⁻¹
Relative energy (zero: lowest compared OMol25 entry of this formula, charge and spin) ... 343.75 kJ/mol

```
! RIJCOSX wB97M-V def2-TZVPD def2/J DEFGRID3
* xyz 3 1
B -0.717 0.965 0.136
F -1.745 0.283 -0.589
F -1.257 2.045 0.734
F -0.208 0.251 1.182
F 0.313 1.290 -0.693
C 5.416 2.102 5.119
C 6.018 3.210 4.170
C 7.533 3.187 4.116
O 8.020 4.069 3.075
C 9.365 3.971 2.801
N 5.417 2.884 2.857
H 5.728 1.966 2.573
H 4.407 2.908 2.837
H 5.702 3.401 2.038
H 4.345 2.157 5.317
H 5.977 2.193 6.049
H 5.358 1.068 4.778
H 5.625 4.215 4.325
H 7.705 2.146 3.842
H 7.898 3.411 5.118
H 10.007 4.000 3.682
H 9.447 4.818 2.120
H 9.571 2.987 2.382
C -7.060 0.978 1.958
C -7.186 -0.106 3.080
C -6.093 -1.237 3.216
O -6.302 -1.983 4.414
C -5.908 -3.365 4.270
N -7.267 0.563 4.458
H -8.040 1.208 4.543
H -7.279 -0.103 5.216
H -6.434 1.111 4.622
H -6.100 1.458 2.145
H -7.759 1.812 1.900
H -6.709 0.593 1.001
H -8.178 -0.556 3.048
H -5.016 -1.114 3.094
H -6.397 -1.794 2.330
H -6.322 -3.951 5.090
H -4.833 -3.525 4.347
H -6.410 -3.949 3.498
C -2.271 2.222 -7.028
C -1.003 3.067 -6.723
C -0.406 3.553 -8.086
O -1.287 4.477 -8.673
C -0.825 5.454 -9.576
N -1.229 4.286 -5.800
H -1.674 4.098 -4.913
H -0.366 4.807 -5.741
H -1.817 4.990 -6.224
H -2.865 1.900 -6.172
H -1.972 1.273 -7.473
H -2.940 2.705 -7.740
H -0.269 2.482 -6.169
H -0.204 2.761 -8.808
H 0.590 3.976 -7.949
H -0.981 5.233 -10.632
H 0.248 5.628 -9.495
H -1.446 6.308 -9.303
C 2.040 -7.273 -1.149
C 0.719 -6.443 -0.677
C 0.278 -6.668 0.799
O 1.455 -6.504 1.503
C 1.227 -6.544 2.940
N 1.028 -5.010 -0.952
H 1.393 -4.860 -1.882
H 0.293 -4.356 -0.724
H 1.795 -4.811 -0.326
H 2.005 -8.267 -0.704
H 3.014 -6.854 -0.896
H 2.059 -7.540 -2.206
H -0.107 -6.608 -1.369
H -0.210 -7.630 0.958
H -0.399 -5.872 1.108
H 2.142 -6.398 3.514
H 0.758 -7.476 3.259
H 0.595 -5.672 3.110
*
```